No. 1
The following is a DFT calculation (the ωB97M-V functional and the def2-TZVPD basis) of a 2-piece molecular cluster, C10H16O overall.

XYZ file:
```
27
Properties=species:S:1:pos:R:3:forces:R:3:lowdin_charge:R:1
O 1.1633 3.1432 0.7898 -0.10 0.17 -0.39 0.033
C -2.1581 -1.6200 0.3622 0.30 -1.57 -0.17 -0.138
C 1.8299 2.0208 -1.1688 -0.52 -1.04 -0.97 -0.013
C 1.7108 -0.4199 -1.2931 1.12 -0.66 0.65 -0.273
C 1.3017 1.9684 0.0780 0.28 -0.23 1.94 -0.323
C -2.3592 -0.1700 0.7156 -0.70 0.64 -0.79 -0.319
C -2.4477 0.1910 2.1987 0.25 -0.17 0.14 -0.108
C 1.1051 0.7296 0.7374 -0.07 0.87 -0.27 -0.036
C 2.0367 -1.7093 -2.0299 -0.80 0.48 -0.12 -0.052
C 1.3224 -0.4444 0.0701 -0.19 0.00 -0.94 -0.050
C 1.9870 0.7986 -1.8611 -0.05 1.38 -0.13 -0.046
H -2.0417 -1.8123 -0.7079 0.29 0.50 -0.07 0.068
H 2.2360 -1.4960 -3.0781 -0.11 0.00 -0.10 0.070
H -1.7228 0.9743 2.4237 -0.10 0.08 0.15 0.050
H -3.2361 0.2044 0.1725 -0.22 -0.18 0.29 0.101
H 2.9045 -2.2546 -1.6661 -0.02 0.09 0.38 0.077
H -3.4318 0.5399 2.5071 -0.03 0.02 -0.09 0.065
H -2.1994 -0.6531 2.8463 0.02 -0.05 -0.09 0.070
H -1.5848 0.4311 0.2343 0.35 -0.28 0.18 0.078
H 0.7940 0.7474 1.7746 -0.03 -0.08 0.03 0.112
H 2.3059 0.9222 -2.8908 0.11 -0.52 -0.01 0.110
H 1.9854 2.9611 -1.6675 0.17 0.18 0.01 0.116
H 1.1481 -2.3381 -1.9670 0.17 -0.36 -0.14 0.073
H 0.4271 3.0916 1.4039 -0.01 -0.18 0.08 0.095
H -2.9352 -2.3637 0.5933 -0.39 0.73 0.48 0.072
H -1.2818 -2.0559 0.8534 0.18 0.27 -0.06 0.059
H 1.1407 -1.3863 0.5694 0.10 -0.09 0.00 0.109
```
Forces are in eV/Å.

The energy above the lowest of the compared OMol25 structures with the same formula, charge and spin comes out at 1.0908 eV. Its SMILES is Cc1ccc(O)cc1.CCC. For the gap between HOMO and LUMO, the calculation gives 9.364 eV. As for the largest force on an atom: 1.98 eV Å⁻¹. Its spin multiplicity is 1.

---

No. 2
The following is a DFT calculation (the ωB97M-V functional and the def2-TZVPD basis) of C7H19CeIO2 as an isolated structure.

XYZ file:
```
30
Properties=species:S:1:pos:R:3:forces:R:3:lowdin_charge:R:1
Ce -1.2640 0.7813 -0.3938 1.99 0.38 -2.08 0.926
I -0.9867 3.4389 -1.7059 0.00 -1.13 0.46 0.628
O 0.8808 0.3511 -1.5972 -0.39 0.34 0.54 -0.378
O 0.7344 0.3875 1.0569 -0.47 0.42 -1.16 -0.361
C 1.9555 1.0905 -0.9679 -0.33 0.36 -0.04 -0.136
C 1.1986 -0.7694 -2.4494 0.16 -0.68 -0.23 -0.007
C -2.0861 -0.8551 -1.8352 -0.26 -0.15 0.18 -0.150
C 0.7491 -0.2587 2.3408 -0.12 -0.19 0.77 -0.008
C 2.0361 0.7881 0.5345 0.61 -0.44 0.15 -0.097
C -3.6136 0.5932 0.7608 -0.58 -0.80 0.37 -0.170
C -3.2058 2.0614 0.7661 -0.09 0.75 0.61 -0.218
H -2.2677 2.2515 1.3491 -0.53 0.27 -0.22 0.087
H 2.3618 1.6656 1.1053 0.06 -0.13 -0.26 0.158
H -2.6675 -1.5840 -1.2338 0.29 0.26 -0.13 0.065
H 1.7788 -0.4218 2.6775 -0.28 -0.08 -0.17 0.120
H 2.1542 -0.6311 -2.9905 -0.57 0.18 0.34 0.127
H -3.1474 2.5245 -0.2422 0.05 -0.08 0.49 0.006
H -2.9216 -0.1187 1.2705 -0.29 0.24 -0.01 0.094
H -2.8068 -0.2460 -2.4161 0.20 0.00 0.06 0.069
H 2.7616 -0.0279 0.6924 -0.50 0.15 0.18 0.152
H 2.9093 0.8649 -1.4531 -0.16 -0.04 0.11 0.155
H 0.3649 -0.8484 -3.1641 0.64 0.02 0.19 0.095
H 1.2576 -1.6812 -1.8306 0.03 0.28 -0.34 0.121
H 0.2148 -1.2130 2.2503 0.28 0.14 0.07 0.114
H 0.2481 0.3763 3.0813 0.13 -0.07 -0.19 0.114
H -3.8488 0.1979 -0.2392 -0.12 0.03 0.20 0.084
H -3.9857 2.6197 1.3048 0.45 0.07 -0.27 0.140
H 1.7279 2.1454 -1.1459 0.03 -0.13 0.00 0.088
H -1.4264 -1.4109 -2.5275 -0.22 0.44 0.50 0.048
H -4.5279 0.5251 1.3486 -0.01 -0.43 -0.13 0.133
```
Forces are in eV/Å.

The total charge is +2. For the gap between HOMO and LUMO (spin up / spin down), the calculation gives 6.376 / 6.383 eV. As for the largest force on an atom: 2.91 eV Å⁻¹. Its spin multiplicity is 1.

---

No. 3
The following is a DFT calculation (the ωB97M-V functional and the def2-TZVPD basis) of a 6-piece molecular cluster, C24H36O18 overall.

XYZ file:
```
78
Properties=species:S:1:pos:R:3:forces:R:3:lowdin_charge:R:1
O -3.1043 -1.7758 -0.3919 1.09 -0.30 -0.24 0.082
O -1.6519 0.5326 2.3804 -0.27 0.00 -0.26 0.167
O -3.5721 6.2087 -1.9885 0.59 -0.94 -0.65 0.060
O 5.3409 0.4674 5.9387 -0.19 0.53 0.53 0.176
O -4.0070 4.4177 -0.7479 0.78 -0.04 0.03 0.070
O 0.2419 1.6772 2.0663 0.21 -0.30 -0.24 0.046
O -2.2892 -2.6588 -2.2646 0.66 0.18 0.03 0.078
O -0.2365 0.4759 -1.1378 -0.37 -0.30 -0.16 0.077
O 4.5301 -5.5220 0.8590 -0.04 -0.41 0.45 0.072
O -1.5031 2.0670 -2.0836 -0.59 0.16 -0.08 0.154
O -2.3291 5.8287 -0.1761 0.50 0.04 0.71 0.167
O 3.2616 -3.9079 0.0504 0.28 0.40 -0.69 0.054
O -1.8570 -3.6586 -0.3007 0.26 -0.20 0.18 0.153
O 0.7099 1.9920 -2.4583 -0.56 -0.34 0.03 0.071
O 3.5704 -0.5810 5.0247 -0.38 -0.07 0.44 0.104
O 5.4777 -3.8749 -0.3260 0.22 0.02 -0.41 0.167
O -1.7015 2.7555 1.9703 -0.07 -0.23 0.23 0.089
O 5.5376 -0.6051 4.0036 0.08 -0.42 -0.38 0.066
C 1.1596 0.0785 -1.1382 -0.45 0.82 0.53 -0.282
C 2.3188 -4.7884 0.6206 -0.54 -1.45 0.28 -0.324
C 4.7806 -1.5937 3.2959 0.21 -0.22 0.67 -0.083
C -2.7798 -1.3783 -2.6740 -0.76 -0.05 -1.27 -0.321
C -0.4509 1.5460 -1.9110 0.72 0.10 0.07 -0.573
C -3.3735 -0.8233 -1.4197 -1.57 0.91 1.01 -0.100
C 1.7851 3.2606 1.0587 0.39 -0.50 0.12 -0.010
C 1.2837 -1.3891 -1.4145 -0.09 -0.63 0.24 -0.007
C -3.8015 -1.6109 -3.7991 1.20 -0.56 0.29 -0.014
C -2.3428 -2.7698 -0.9182 -0.85 0.35 0.05 -0.562
C 4.5198 -4.4138 0.1151 -0.33 0.56 0.72 -0.579
C -5.9808 3.5986 -1.7904 0.89 0.62 0.11 -0.010
C -0.7201 3.7545 1.8151 1.66 0.84 -0.45 -0.085
C 3.3805 -1.4394 3.9255 -0.37 -0.73 -2.17 -0.316
C -1.1081 1.5607 2.1433 0.40 -0.10 0.37 -0.563
C 0.6484 3.0517 2.0439 -0.55 -0.09 0.05 -0.289
C 1.7342 1.0658 -2.1584 1.09 -0.62 0.08 -0.094
C 1.3717 -5.3969 -0.4063 0.26 0.78 -0.35 -0.013
C -4.5341 4.0486 -2.0317 -0.43 0.73 0.10 -0.303
C 4.8401 -0.1717 5.0807 0.94 -0.21 -0.40 -0.579
C 3.2099 -5.8274 1.3462 -0.01 0.54 -0.47 -0.058
C -3.1953 5.4922 -0.9043 -0.87 0.23 -0.35 -0.564
C -4.4430 5.3819 -2.7977 -0.54 0.62 0.91 -0.073
C 2.3642 -0.8490 2.9380 0.10 0.06 1.19 -0.007
H 2.5804 1.6247 -1.7609 0.06 -0.10 -0.08 0.132
H -1.9802 -0.7674 -3.0983 0.27 -0.12 0.42 0.142
H 0.8083 -4.5355 -0.7701 -0.44 -0.43 -0.25 0.066
H 0.7112 -6.1482 0.0217 -0.13 0.25 0.27 0.094
H 1.3690 -0.9548 3.3705 -0.10 0.23 -0.20 0.091
H -4.4679 -0.7534 -1.4636 0.09 -0.14 -0.29 0.136
H 2.2434 -1.7925 -1.0866 0.17 0.24 -0.21 0.083
H -4.4975 -2.3771 -3.4617 -0.32 0.22 -0.10 0.093
H 1.0116 3.2806 3.0493 0.05 0.00 -0.03 0.150
H -3.8225 3.3537 -2.4822 -0.39 -0.44 0.14 0.138
H -6.0056 2.9404 -0.9250 -0.08 -0.48 -0.34 0.087
H -5.3797 5.9392 -2.7345 -0.20 -0.36 -0.65 0.129
H 0.5568 -1.9348 -0.8061 -0.12 0.15 -0.02 0.085
H 1.7067 -4.2050 1.3105 0.17 -0.06 0.16 0.148
H -4.2749 -0.6973 -4.1468 -0.12 0.04 0.16 0.087
H 2.3809 -1.3378 1.9665 0.15 -0.05 -0.03 0.073
H -3.2047 -2.0342 -4.6108 -0.35 0.01 -0.23 0.085
H 2.5572 2.5119 1.2645 -0.11 -0.09 0.13 0.081
H 4.8968 -1.4664 2.2215 -0.40 0.49 0.00 0.131
H 1.1117 -1.6704 -2.4544 0.02 0.19 -0.05 0.099
H -3.0593 0.1828 -1.1370 0.54 -0.26 0.06 0.122
H 5.1652 -2.5994 3.4920 0.26 0.17 0.27 0.129
H 1.5097 0.3141 -0.1308 0.05 -0.11 0.00 0.136
H 3.1182 -5.6830 2.4215 0.49 -0.22 0.07 0.129
H 2.3088 4.2034 1.2108 -0.36 0.24 -0.08 0.091
H -4.0705 5.2547 -3.8096 0.08 0.29 0.00 0.132
H -6.5079 4.4989 -1.4695 -0.18 -0.04 -0.13 0.086
H 2.6125 0.2106 2.8669 -0.21 0.03 -0.37 0.086
H -6.4454 3.2143 -2.6940 -0.06 -0.28 0.12 0.086
H -0.7687 4.1936 0.8189 -0.27 -0.03 0.04 0.115
H 2.0483 0.4908 -3.0334 -0.09 0.42 -0.26 0.134
H 3.0499 -2.4238 4.2573 -0.11 0.14 0.35 0.147
H 3.0366 -6.8595 1.0572 -0.37 0.00 0.13 0.132
H 1.5334 3.1286 0.0056 -0.38 0.25 0.05 0.074
H 1.8623 -5.8736 -1.2574 0.33 0.12 0.13 0.095
H -0.7794 4.5460 2.5608 -0.68 -0.04 -0.06 0.137
```
Forces are in eV/Å.

The energy above the lowest of the compared OMol25 structures with the same formula, charge and spin comes out at 1.1024 eV. Its SMILES is C[C@H]1COC(=O)O1.C[C@H]1COC(=O)O1.C[C@H]1COC(=O)O1.C[C@H]1COC(=O)O1.C[C@H]1COC(=O)O1.C[C@H]1COC(=O)O1. For the gap between HOMO and LUMO, the calculation gives 11.239 eV. As for the largest force on an atom: 2.32 eV Å⁻¹. Its spin multiplicity is 1.

---

No. 4
The following is a DFT calculation (the ωB97M-V functional and the def2-TZVPD basis) of C20H31GaN4O3S5 as an isolated structure.

XYZ file:
```
64
Properties=species:S:1:pos:R:3:forces:R:3:lowdin_charge:R:1
Ga 0.1470 0.6713 -0.1722 -0.34 0.03 0.55 0.374
S 2.4061 0.0138 -1.6051 0.03 -0.25 -0.23 0.716
S -2.4522 2.0919 0.4702 -0.03 0.27 0.14 0.891
S -2.6848 -1.3457 -0.0025 0.35 -0.47 -0.10 1.051
S 0.4872 1.6078 2.1890 -0.22 0.19 -0.73 0.987
S 0.2293 3.2657 -0.8950 -0.25 -0.07 0.12 0.957
O 3.3567 -0.5975 -0.7279 0.23 -0.20 -0.19 -0.242
O -1.4373 -0.4749 0.2270 0.05 0.25 0.05 -0.635
O 2.0197 1.3867 -1.2042 -0.04 0.02 -0.18 -0.436
N 4.1944 -0.6697 -7.1298 -0.03 0.06 0.04 0.152
N 1.0259 -1.2650 0.7952 0.21 0.18 -0.17 0.070
N 1.4122 -2.9634 -0.8005 -0.17 0.22 -0.23 0.173
N 0.8862 -0.7317 -1.4283 0.18 1.03 0.30 -0.073
C -2.3311 -2.2423 -1.5339 -0.16 0.30 -0.03 -0.355
C -1.1332 1.8052 3.0200 0.07 -0.23 -0.06 -0.420
C 4.5155 -1.0138 -4.7822 -0.02 0.05 -0.07 -0.001
C -2.5052 -1.3028 -2.7188 -0.07 0.00 0.09 -0.112
C -1.2102 4.3398 -0.5608 0.25 -0.30 -0.04 -0.444
C 3.7932 -0.4613 -5.8597 0.03 -0.08 0.16 -0.289
C -2.4453 1.6851 2.2307 0.01 0.04 -0.42 -0.467
C 2.6405 0.3058 -5.5843 -0.05 0.05 -0.08 -0.008
C 1.9372 -3.3245 1.4984 -0.05 -0.06 -0.07 0.001
C 2.9287 -0.0905 -3.2505 -0.07 0.01 0.47 -0.316
C -2.4746 -2.6925 1.2098 -0.16 0.08 -0.10 -0.360
C 4.0849 -0.8353 -3.4921 -0.01 0.01 0.01 -0.043
C -3.8304 -3.2152 1.6651 -0.05 0.08 -0.09 -0.116
C 1.0956 -1.7293 -0.4611 0.16 -0.88 0.49 -0.543
C 0.9192 3.3614 1.8647 0.04 -0.13 0.08 -0.425
C 2.2071 0.4835 -4.2956 -0.02 0.05 0.03 -0.052
C 1.3742 3.6712 0.4499 -0.03 -0.11 -0.18 -0.457
C 1.4731 -2.0511 1.7708 -0.10 0.00 0.03 -0.068
C 1.8277 -3.7593 0.1837 0.02 0.02 0.10 -0.065
C -2.2301 3.8953 0.4879 -0.08 -0.39 0.04 -0.459
H 2.2757 3.1154 0.1985 0.04 0.11 -0.01 0.077
H -1.8583 -3.4707 0.7596 0.08 0.06 -0.02 0.097
H -1.9262 -2.2333 2.0325 0.03 0.06 -0.04 0.092
H -1.3111 -2.6222 -1.4560 -0.04 -0.08 0.08 0.083
H -1.6877 4.4067 -1.5375 0.01 0.07 -0.01 0.086
H 1.3210 1.0696 -4.0860 -0.01 0.01 -0.08 0.120
H 5.4170 -1.5793 -4.9783 -0.01 -0.02 0.01 0.124
H 1.5983 4.7359 0.3794 0.02 0.00 -0.01 0.108
H 2.0862 -4.7702 -0.1090 0.05 0.00 0.08 0.128
H -3.0418 -3.0711 -1.5674 0.01 -0.02 0.06 0.110
H -1.7956 -0.4767 -2.6651 0.02 -0.02 -0.05 0.061
H -3.1936 4.3406 0.2477 0.04 0.15 0.08 0.091
H 2.3459 -3.9555 2.2730 -0.06 -0.02 0.02 0.120
H -0.8135 5.3228 -0.3077 -0.01 0.05 -0.11 0.099
H 1.4511 -1.6444 2.7752 0.05 -0.02 0.01 0.128
H -1.0728 2.7654 3.5283 0.09 -0.01 0.03 0.088
H -2.3271 -1.8433 -3.6463 0.04 0.00 0.00 0.094
H -1.9506 4.2036 1.4929 -0.01 0.03 -0.01 0.075
H -3.6864 -3.9950 2.4109 0.00 -0.03 -0.03 0.092
H 4.6282 -1.2546 -2.6573 0.04 -0.04 -0.05 0.120
H 2.1034 0.7574 -6.4085 -0.04 0.00 0.03 0.121
H -3.5183 -0.9013 -2.7484 0.01 0.01 -0.05 0.086
H 5.0159 -1.2113 -7.3250 0.02 0.00 -0.05 0.116
H -4.4272 -2.4211 2.1137 0.00 -0.02 0.02 0.080
H -4.4015 -3.6375 0.8381 0.01 -0.05 0.02 0.083
H 0.0679 3.9712 2.1548 0.01 -0.03 0.03 0.073
H -1.1207 1.0306 3.7861 -0.03 0.09 0.09 0.088
H 3.6891 -0.2805 -7.9043 0.03 0.00 -0.03 0.115
H -3.1969 2.3093 2.7124 -0.03 -0.09 0.10 0.098
H -2.8075 0.6594 2.2460 0.00 0.00 0.10 0.060
H 1.7468 3.5827 2.5385 -0.05 0.05 0.05 0.101
```
Forces are in eV/Å.

The total charge is +2. For the gap between HOMO and LUMO, the calculation gives 6.682 eV. As for the largest force on an atom: 1.09 eV Å⁻¹. Its spin multiplicity is 1.

---

No. 5
The following is a DFT calculation (the ωB97M-V functional and the def2-TZVPD basis) of a 2-piece molecular cluster, CH3FOS overall.

XYZ file:
```
7
Properties=species:S:1:pos:R:3:forces:R:3:lowdin_charge:R:1
S 2.8732 -0.0715 -0.2296 -1.21 1.77 0.34 0.715
F -2.0228 0.5290 -0.3479 -0.34 -0.25 0.40 -0.092
O 2.0367 1.1758 0.0111 1.25 -1.75 -0.33 -0.685
C -0.9412 -0.2188 0.0651 -0.79 -2.71 -1.83 -0.126
H -0.3814 -0.4896 -0.8400 0.21 0.35 0.38 0.073
H -1.1591 -1.1943 0.5637 -0.87 0.60 -0.53 0.090
H -0.4055 0.2693 0.7775 1.75 1.98 1.58 0.024
```
Forces are in eV/Å.

The energy above the lowest of the compared OMol25 structures with the same formula, charge and spin comes out at 2.9514 eV. Its SMILES is O=S.CF. For the gap between HOMO and LUMO, the calculation gives 6.437 eV. As for the largest force on an atom: 3.36 eV Å⁻¹. Its spin multiplicity is 1.

---

No. 6
The following is a DFT calculation (the ωB97M-V functional and the def2-TZVPD basis) of an isolated molecule of C4H5NO2.

XYZ file:
```
12
Properties=species:S:1:pos:R:3:forces:R:3:lowdin_charge:R:1
O 1.4492 -1.8481 1.6288 0.01 0.08 -0.01 -0.068
O 0.2632 1.3180 0.4027 -0.08 0.18 -0.14 0.081
N -0.8153 0.3670 -1.2271 0.08 0.27 -0.01 0.096
C -0.3403 1.4825 -0.7042 -0.03 -0.23 0.00 -0.145
C 1.2724 -0.6303 1.4857 -0.16 0.25 -0.09 -0.338
C -0.6106 -0.7722 -0.3015 -0.08 -0.16 0.03 -0.093
C 0.2432 -0.0840 0.7247 0.14 -0.35 0.13 -0.210
H -0.1038 -1.6161 -0.7899 -0.02 0.14 0.09 0.125
H -1.2461 0.3173 -2.1368 -0.02 0.05 0.15 0.155
H -1.5930 -1.1240 0.0549 0.16 0.02 -0.07 0.118
H -0.4437 2.4725 -1.1307 0.07 -0.13 0.01 0.162
H 1.9247 0.1173 1.9935 -0.07 -0.14 -0.07 0.118
```
Forces are in eV/Å.

The energy above the lowest of the compared OMol25 structures with the same formula, charge and spin comes out at 2.9199 eV. For the gap between HOMO and LUMO, the calculation gives 7.165 eV. As for the largest force on an atom: 0.40 eV Å⁻¹. Its spin multiplicity is 1.